No. 1
# C3H6N2OS

The molecule C3H6N2OS (ωB97M-V/def2-TZVPD, OMol25).

HOMO-LUMO gap: 0.352 hartree
E_HOMO: -9.3 eV

ORCA input file:
```
! wB97M-V def2-TZVPD RIJCOSX def2/J DEFGRID3
* xyz 0 1
S 0.63632 1.93016 -0.31094
O 1.72878 -1.44976 -0.39555
N -0.96262 -1.54912 -0.38110
N -2.04738 0.42784 0.12665
C 0.40781 0.34596 0.49064
C 1.67612 -0.48704 0.33621
C -0.88402 -0.35613 0.01153
H 0.34408 0.72047 1.62570
H -2.78968 -0.11165 -0.33327
H 1.36199 1.45948 -1.26891
H -1.94224 1.33498 -0.31183
H -0.09414 -2.10365 -0.45329
H 2.56498 -0.16154 0.86416
*
```

No. 2
# C5H4ClIO

A cluster of 2 separate species, C5H4ClIO in total (ωB97M-V/def2-TZVPD, OMol25).

HOMO-LUMO gap (spin up / spin down): 0.269 / 0.195 hartree
E_HOMO (spin up / spin down): -6.8 / -9.2 eV
Expectation value of S²: 2.0300

ORCA input file:
```
! wB97M-V def2-TZVPD RIJCOSX def2/J DEFGRID3
* xyz 0 3
I -3.63052 -0.28407 0.06465
Cl 2.87939 -1.81350 0.65184
O -1.26578 1.28387 0.52987
C -1.61346 0.09226 0.05967
C 0.60460 -0.53820 -0.64364
C -0.78213 -0.88035 -0.40968
C 0.11638 1.42965 0.67014
C 1.00018 0.64237 -0.05476
H -1.01376 -1.90663 -0.73270
H 2.08501 0.74905 -0.15593
H 1.35182 -0.99023 -1.23300
H 0.26828 2.21579 1.25354
*
```

No. 3
# C32H32BaF6N8OS

A structure of composition C32H32BaF6N8OS (ωB97M-V/def2-TZVPD, OMol25).

HOMO-LUMO gap (spin up / spin down): 0.225 / 0.219 hartree
E_HOMO (spin up / spin down): -6.5 / -6.3 eV

ORCA input file:
```
! wB97M-V def2-TZVPD RIJCOSX def2/J DEFGRID3
* xyz 0 1
Ba -5.48206 -18.40945 -5.32699
S -8.61402 -18.32087 -6.14386
F -0.73079 -18.19442 -6.34462
F -2.43169 -18.82244 -7.58300
F -2.81983 -19.83684 -2.91519
F -3.09631 -17.82122 -3.80133
F -2.73642 -17.38734 -6.02288
F -1.03750 -18.61852 -3.45985
O -3.61247 -20.09264 -5.38034
N -6.34328 -16.81265 -10.15503
N -5.84723 -18.15970 -8.43285
N -5.61040 -15.78227 -6.69728
N -11.07888 -19.78243 -7.15213
N -8.47996 -20.88641 -5.17521
N -7.25744 -20.66496 -4.77303
N -5.73056 -14.43815 -8.42670
N -10.43469 -20.41923 -6.16396
C -5.15782 -17.47753 -0.81154
C -6.31422 -18.12837 -10.64286
C -5.30272 -14.51979 -6.28856
C -12.00520 -19.70869 -9.36489
C -5.96763 -18.90814 -9.56465
C -3.11813 -14.44569 -2.00271
C -6.64182 -15.85924 -1.78993
C -6.42391 -17.06131 -1.20957
C -2.29000 -18.95072 -3.85694
C -5.52168 -15.06327 -1.99205
C -5.28885 -22.51199 -2.30274
C -6.05761 -23.68504 -2.15065
C -11.65419 -21.85802 -8.21019
C -6.76506 -21.72638 -4.03675
C -4.03649 -16.66798 -1.04332
C -7.24702 -23.83269 -2.83792
C -1.33145 -20.74703 -5.40555
C -2.02753 -18.52565 -6.29624
C -9.22712 -19.86635 -5.80175
C -5.04097 -18.80422 -0.16749
C -12.27084 -21.72912 -10.56582
C -7.61722 -22.88685 -3.83524
C -11.63065 -20.42851 -8.22278
C -5.98547 -16.88851 -8.83914
C -4.22602 -15.39941 -1.62713
C -12.04487 -22.46117 -9.39247
C -12.18964 -20.33705 -10.57291
C -2.31173 -19.61413 -5.28005
C -5.37350 -13.67609 -7.35232
C -5.82325 -15.74060 -8.02247
C -7.99972 -15.30589 -2.11088
C -5.52208 -21.68709 -3.37610
H -11.99333 -18.60554 -9.26143
H -3.42771 -13.79043 -2.83403
H -6.45390 -16.00763 -10.71001
H -5.26668 -12.63237 -7.43917
H -7.88855 -24.73235 -2.66440
H -5.58237 -24.49093 -1.56650
H -8.49121 -22.99000 -4.41835
H -2.20763 -15.02011 -2.24685
H -8.11467 -14.36091 -1.60636
H -7.25217 -17.76278 -1.08498
H -12.10326 -23.55074 -9.48913
H -12.35851 -19.76456 -11.48842
H -12.50572 -22.25644 -11.50216
H -4.70697 -21.00196 -3.70122
H -1.51565 -21.27982 -4.46997
H -8.80396 -15.96951 -1.76692
H -5.17539 -14.29270 -5.22023
H -5.64301 -14.10551 -2.45821
H -0.23881 -20.45015 -5.46084
H -8.11609 -15.09851 -3.18138
H -5.98915 -19.20424 0.06200
H -6.48992 -18.43187 -11.66655
H -11.33916 -22.41634 -7.31089
H -4.52236 -22.34177 -1.52088
H -5.79032 -14.13536 -9.36818
H -5.77356 -19.98725 -9.47793
H -3.02967 -17.01885 -0.74912
H -2.75200 -13.79147 -1.14882
H -1.57529 -21.28428 -6.29960
H -10.90095 -18.79938 -7.23875
H -4.40148 -18.77837 0.76047
H -4.60075 -19.50885 -0.84973
*
```

No. 4
# C4H6NS

A cluster of 2 separate species, C4H6NS in total (ωB97M-V/def2-TZVPD, OMol25).

HOMO-LUMO gap (spin up / spin down): 0.200 / 0.237 hartree
E_HOMO (spin up / spin down): -11.4 / -14.0 eV
Expectation value of S²: 2.0279

ORCA input file:
```
! wB97M-V def2-TZVPD RIJCOSX def2/J DEFGRID3
* xyz 1 3
S -2.13299 0.62270 -0.65268
N 0.21685 1.09230 0.37254
C 1.17436 1.44761 -0.47380
C 1.77150 -1.15036 -0.18527
C 1.33949 0.09817 -0.28411
C -2.63395 -0.61472 0.19692
H -1.88512 -1.18873 0.71224
H 1.57847 2.46718 -0.81710
H 2.51206 -1.51919 -0.93243
H 0.15049 1.62520 1.24956
H 1.43284 -1.79690 0.65566
H -3.52400 -1.08326 0.15848
*
```

No. 5
# C23H22BrIrN4O3S

A structure of composition C23H22BrIrN4O3S (ωB97M-V/def2-TZVPD, OMol25).

HOMO-LUMO gap (spin up / spin down): 0.234 / 0.234 hartree
E_HOMO (spin up / spin down): -12.9 / -13.8 eV
Expectation value of S²: 6.0711

ORCA input file:
```
! wB97M-V def2-TZVPD RIJCOSX def2/J DEFGRID3
* xyz 2 5
Ir 2.84120 -1.15394 0.64876
Br 2.02084 5.47932 1.33199
S 2.48998 -4.25179 1.31915
O 3.24583 -3.21271 0.45890
O 1.14282 -1.64224 2.06104
O -2.68297 4.49930 -2.58091
N -4.26607 -0.50881 -1.03239
N 2.96100 0.94221 0.95746
N -3.82782 -1.22530 -0.14574
N 0.99357 -1.38673 -0.64133
C -3.78436 2.50147 -3.02176
C -1.88659 5.35082 -1.76056
C -1.44143 -1.39577 -1.93984
C -0.26646 -1.38892 -2.65154
C -4.20111 1.25435 -2.64896
C -2.57900 -1.43726 0.31793
C 2.39751 1.43972 2.07509
C -3.22923 1.60360 -0.44586
C -3.87794 0.75741 -1.37146
C 0.94605 -1.36145 -1.95937
C 2.43398 3.65167 1.19966
C 3.29545 1.79936 -0.02199
C -2.83793 2.86540 -0.81146
C -0.14891 -1.43968 0.08207
C -0.00828 -1.62395 1.52179
C 3.04965 3.15145 0.05728
C 3.21389 -4.08606 2.96089
C -3.07189 3.31968 -2.12401
C 2.12162 2.77928 2.23627
C 3.25882 -5.79529 0.81821
C -1.19049 -1.83563 2.26636
C -2.42557 -1.76656 1.67794
C -1.41004 -1.39533 -0.53390
H 3.34536 3.80631 -0.74960
H -0.26666 -1.42831 -3.73135
H -4.74732 0.62365 -3.33839
H 4.25408 -4.40318 2.94297
H -2.47691 5.77884 -0.94903
H 1.67671 3.13596 3.15395
H 2.76295 -6.59818 1.36370
H 2.15520 0.72984 2.85465
H 1.89078 -1.35012 -2.48850
H 3.78242 1.38202 -0.89313
H -1.09126 -2.03450 3.32462
H 2.63659 -4.68452 3.66462
H 3.09174 -5.91926 -0.24982
H -1.53479 6.14565 -2.40976
H -2.38698 3.51248 -0.07264
H -1.03218 4.80734 -1.35066
H -3.07934 1.26805 0.57242
H -2.38426 -1.44438 -2.46719
H 3.13174 -3.03407 3.22700
H -3.32334 -1.89619 2.26923
H -4.00540 2.89057 -4.00655
H 4.32476 -5.77561 1.03373
*
```

No. 6
# C25H13CaCl3F9N3O2

A structure of composition C25H13CaCl3F9N3O2 (ωB97M-V/def2-TZVPD, OMol25).

HOMO-LUMO gap (spin up / spin down): 0.158 / 0.158 hartree
E_HOMO (spin up / spin down): -6.7 / -6.7 eV

ORCA input file:
```
! wB97M-V def2-TZVPD RIJCOSX def2/J DEFGRID3
* xyz 0 1
Ca 0.46754 -0.82937 -0.02979
Cl 0.29866 -0.72305 5.89702
Cl 2.45665 -3.20742 7.11018
Cl 2.54157 -2.59509 1.60004
F 1.35296 -0.04497 1.66858
F 4.64066 -0.07616 0.25940
F 5.80870 -2.41864 -1.72888
F 4.68860 0.07733 -1.89578
F 2.82807 0.37413 -0.83921
F -0.10378 -2.78272 0.47310
F 4.28226 -3.93512 -1.97347
F 4.29509 -2.21689 -3.27571
F 5.21873 -2.47419 1.03648
O -1.14449 -1.23548 2.38316
O 2.32880 -2.02606 -1.29767
N -1.25532 -1.27956 -1.91889
N -1.23829 1.21094 -0.89564
N 0.68466 2.63145 0.71216
C -2.47503 3.22230 -0.57055
C 2.02090 -2.84551 5.50638
C -1.58274 -0.27601 -2.73656
C 0.72158 -2.27141 3.64094
C -0.26374 -1.73982 2.90558
C -1.14034 2.66632 2.26688
C 2.05314 -2.63414 3.27433
C 4.12391 -2.76183 0.43278
C -1.58498 -0.39726 -4.11412
C 2.80649 -2.97306 4.39547
C -1.49077 2.31240 -0.19348
C 3.95895 -0.34707 -0.85730
C 1.09376 2.94413 3.04720
C -0.61648 2.55099 0.98855
C -1.91372 0.99760 -2.03294
C 1.51407 2.81680 1.73090
C 0.65498 -2.35047 5.15803
C 4.50920 -2.62067 -2.02369
C -2.88000 1.87293 -2.49898
C -0.25868 2.86279 3.31963
C 3.55751 -1.86422 -1.04120
C -0.92892 -2.45813 -2.44681
C -0.92761 -2.67953 -3.81988
C -3.17277 2.99724 -1.74165
C -1.25273 -1.63005 -4.66057
H -2.20647 2.57935 2.43154
H -0.65393 -3.64814 -4.21320
H 1.81892 3.07816 3.83764
H 2.56929 2.84938 1.48698
H -2.65833 4.10060 0.03296
H -1.81719 0.45097 -4.74333
H -0.64629 -3.21852 -1.72608
H -1.23411 -1.76070 -5.73483
H -0.14039 -2.99714 5.52415
H 3.83507 -3.29563 4.37018
H -3.93476 3.69367 -2.06702
H -0.62488 2.93748 4.33543
H -3.41216 1.66081 -3.41581
*
```

No. 7
# C6H10O

The molecule C6H10O (ωB97M-V/def2-TZVPD, OMol25).

HOMO-LUMO gap: 0.386 hartree
E_HOMO: -9.5 eV

ORCA input file:
```
! wB97M-V def2-TZVPD RIJCOSX def2/J DEFGRID3
* xyz 0 1
O -2.20141 0.95880 0.00095
C -1.16303 1.54131 0.18660
C 0.08713 -1.39753 -1.09366
C 0.75543 -0.07704 -0.96516
C -0.41709 -2.07796 -0.07273
C -0.13221 1.01836 1.11856
C 1.08718 0.38632 0.45231
H -0.03257 0.61304 -1.32142
H -0.98503 2.55375 -0.22081
H -0.72589 0.35422 1.74150
H -0.16983 -1.86548 0.96349
H 1.60826 0.03295 -1.63953
H 0.16964 1.87087 1.72070
H 1.88116 1.13514 0.40481
H 1.44985 -0.41720 1.10224
H -1.06436 -2.91874 -0.26801
H -0.14724 -1.71080 -2.10983
*
```

No. 8
# C27H53BrF3NO2P

The ion C27H53BrF3NO2P with charge +1 (ωB97M-V/def2-TZVPD, OMol25).

HOMO-LUMO gap: 0.301 hartree
E_HOMO: -11.5 eV

ORCA input file:
```
! wB97M-V def2-TZVPD RIJCOSX def2/J DEFGRID3
* xyz 1 1
Br 5.58869 -1.21944 2.91976
P 5.20627 -1.22928 0.63503
F 3.07426 1.67967 3.58008
F 0.70360 1.13079 3.61910
F 2.25429 -0.07633 4.97111
O 2.31400 -0.49084 2.62542
O 5.12214 0.48332 0.16901
N 1.22019 -3.41775 -0.90575
C -3.81724 -1.01537 2.98082
C -5.44666 0.68225 4.27842
C -5.27515 2.52428 2.22421
C 7.47966 -3.90055 -4.59184
C -2.13020 -1.62082 0.93368
C -5.37250 -0.51938 3.14814
C 6.09299 -3.03229 -4.27071
C -4.75054 4.79569 0.73360
C 2.31466 -3.24243 -1.93432
C 2.25453 -1.17539 0.08845
C 3.79160 -2.84856 -1.25521
C -3.62024 -1.86618 1.57188
C -3.72696 4.47287 -1.70496
C -2.00070 5.68829 -3.36859
C -3.94404 3.73720 -0.22481
C 2.08009 0.57110 3.61737
C 0.36163 -2.72772 1.38052
C -5.13761 4.16316 2.21257
C -5.94430 2.13200 3.69490
C 4.55036 -1.90523 -2.35969
C 5.88011 -1.84713 -5.41223
C -0.88765 -1.85993 1.99155
C -2.33188 5.34297 -1.76941
C 2.08830 -0.03060 1.24675
C 3.57574 -2.13070 0.22234
C 6.10166 -2.42108 -2.71380
C 0.93895 -2.18059 -0.06302
H 4.50870 -0.74413 -2.12464
H -1.22906 6.56728 -3.46206
H -3.56581 -1.73369 3.88175
H -4.39693 0.81584 4.78772
H 8.27755 -3.63410 -3.77027
H -6.24524 0.35044 5.08926
H 4.96748 -1.12607 -5.14518
H 1.21139 -2.81816 2.20484
H -3.04269 -0.11345 3.07180
H -4.54783 2.73964 -0.46087
H -1.50981 4.72047 -3.85034
H -5.69475 5.24402 0.18552
H 0.33626 -3.78286 -1.36946
H -3.65682 3.63200 -2.52355
H 4.32895 0.63134 -0.43392
H 6.78740 -1.47253 -2.72513
H -3.82081 -3.01289 1.78962
H 7.80283 -3.58873 -5.68710
H -4.64017 5.19199 -1.88782
H -4.24960 1.98625 2.02125
H -6.00349 2.20563 1.36174
H -1.40362 4.72842 -1.37836
H 7.14891 -5.04449 -4.54598
H 6.83145 -1.19174 -5.59876
H -2.01807 -0.49995 0.54971
H -7.11853 2.15979 3.67868
H 3.96273 -2.02678 -3.39192
H 3.31876 -2.94743 1.05307
H -4.40442 -1.42552 0.79195
H 2.33479 -0.60257 -0.95227
H 2.72509 0.93886 1.09138
H -0.45804 -0.84406 2.39116
H -1.30701 -2.48532 2.91784
H -4.36023 4.50531 3.03733
H -5.88231 -0.20210 2.13129
H 5.54863 -2.40122 -6.41193
H -5.98092 -1.43586 3.59613
H -2.99362 5.94092 -3.93417
H 4.35312 -3.86735 -1.12292
H 5.11521 -3.71258 -4.34867
H -2.85867 3.50739 0.19130
H -4.04931 5.73002 0.96508
H 0.94850 0.32236 1.20254
H 6.48992 -3.23798 -1.96128
H -5.59895 2.98014 4.45376
H -0.04534 -3.84156 1.24308
H 1.93544 -2.38732 -2.67610
H 0.14207 -1.54821 -0.68293
H -1.90722 -2.34419 0.01132
H 2.43003 -4.22596 -2.57653
H -2.45836 6.38332 -1.24519
H -6.19773 4.58163 2.56591
H 1.53206 -4.21027 -0.26805
*
```

Please write out number 2 again, unchanged.
# C5H4ClIO

A cluster of 2 separate species, C5H4ClIO in total (ωB97M-V/def2-TZVPD, OMol25).

HOMO-LUMO gap (spin up / spin down): 0.269 / 0.195 hartree
E_HOMO (spin up / spin down): -6.8 / -9.2 eV
Expectation value of S²: 2.0300

ORCA input file:
```
! wB97M-V def2-TZVPD RIJCOSX def2/J DEFGRID3
* xyz 0 3
I -3.63052 -0.28407 0.06465
Cl 2.87939 -1.81350 0.65184
O -1.26578 1.28387 0.52987
C -1.61346 0.09226 0.05967
C 0.60460 -0.53820 -0.64364
C -0.78213 -0.88035 -0.40968
C 0.11638 1.42965 0.67014
C 1.00018 0.64237 -0.05476
H -1.01376 -1.90663 -0.73270
H 2.08501 0.74905 -0.15593
H 1.35182 -0.99023 -1.23300
H 0.26828 2.21579 1.25354
*
```